1.
ORCA calculation (ωB97M-V/def2-TZVPD) on a molecular structure, C30H37N7S2Ti.

XYZ file:
```
77
Properties=species:S:1:pos:R:3:mulliken_spin:R:1
Ti -0.46 0.22 -0.38 1.901
C -0.47 1.91 5.78 -0.003
C -0.82 1.19 4.50 0.036
C -2.04 1.42 3.86 -0.008
C -2.35 0.79 2.67 0.123
C -1.45 -0.10 2.06 -0.114
N -1.80 -0.75 0.89 0.083
C -1.96 -2.10 0.96 -0.033
C -2.12 -2.79 2.19 -0.018
C -2.25 -4.16 2.27 0.002
C -2.22 -4.96 1.14 -0.003
C -2.34 -6.47 1.22 0.000
C -2.08 -4.31 -0.07 0.005
C -1.98 -2.93 -0.19 0.038
N -1.93 -2.41 -1.51 0.037
C -2.63 -2.90 -2.57 0.028
C -2.23 -2.21 -3.68 -0.008
C -1.27 -1.31 -3.20 0.020
N -1.09 -1.44 -1.89 -0.031
C -0.22 -0.27 2.69 -0.062
C 0.08 0.34 3.89 -0.012
N 0.80 -1.08 2.04 0.059
C 1.73 -1.79 2.63 0.021
C 2.45 -2.42 1.66 -0.005
C 1.81 -1.99 0.47 0.055
N 0.85 -1.17 0.74 -0.086
H -1.32 1.95 6.46 0.001
H -0.17 2.94 5.57 0.003
H 0.35 1.42 6.30 0.000
H -2.75 2.10 4.30 0.000
H -3.29 0.96 2.17 0.000
H -2.14 -2.20 3.10 0.000
H -2.36 -4.62 3.25 0.000
H -2.29 -6.81 2.25 0.000
H -1.54 -6.95 0.66 0.000
H -3.29 -6.82 0.80 0.000
H -2.03 -4.90 -0.98 0.000
H -3.37 -3.67 -2.44 0.002
H -2.60 -2.31 -4.68 0.000
H -0.76 -0.52 -3.73 -0.004
H 1.07 0.21 4.33 -0.001
H 1.79 -1.85 3.71 0.003
H 3.27 -3.10 1.78 0.001
H 2.00 -2.27 -0.55 0.006
C -0.63 4.90 0.76 -0.003
C -0.69 3.59 0.02 0.012
S 0.48 2.37 0.54 -0.002
C -1.54 3.37 -1.01 0.013
C -2.49 4.43 -1.50 0.002
S -1.62 1.83 -1.91 -0.033
H -0.14 4.75 1.73 0.002
H -1.62 5.33 0.94 0.000
H -0.05 5.65 0.21 0.000
H -2.82 5.10 -0.70 -0.001
H -3.36 3.97 -1.96 0.001
H -2.01 5.06 -2.27 0.000
C 3.64 0.34 -3.63 0.000
C 2.30 -0.14 -3.01 0.012
N 1.87 0.80 -1.98 -0.037
C 1.50 2.09 -2.58 0.001
C 2.64 2.58 -3.50 0.006
N 3.86 1.76 -3.19 -0.003
C 4.10 1.81 -1.71 0.002
C 2.98 0.99 -1.04 0.016
H 3.62 0.33 -4.72 0.000
H 4.50 -0.24 -3.29 0.000
H 2.41 -1.13 -2.59 -0.001
H 1.53 -0.19 -3.78 0.004
H 1.29 2.77 -1.76 0.001
H 0.57 1.97 -3.13 -0.022
H 2.89 3.63 -3.33 0.000
H 2.41 2.44 -4.56 0.001
H 4.66 2.14 -3.69 -0.002
H 4.07 2.86 -1.42 0.000
H 5.10 1.41 -1.51 0.000
H 2.61 1.52 -0.17 -0.004
H 3.36 0.01 -0.74 -0.001
```

Results
* net charge: 0
* highest occupied orbital energy (spin up / spin down): -4.44 / -5.35 eV
* multiplicity: 3
* gap between HOMO and LUMO (spin up / spin down): 3.71 / 4.61 eV
* energy: -86925.872 eV

=====

2.
ORCA calculation (ωB97M-V/def2-TZVPD) on a molecular structure, C30H37N7S2Ti.

XYZ file:
```
77
Properties=species:S:1:pos:R:3:mulliken_spin:R:1
Ti 0.81 -0.67 -1.21 0.986
C 0.54 0.76 5.47 -0.048
C 0.32 0.17 4.10 -0.122
C -0.97 -0.03 3.62 0.347
C -1.14 -0.57 2.32 -0.020
C -0.08 -0.94 1.53 -0.009
N -0.30 -1.47 0.23 0.033
C -0.90 -2.69 0.05 0.018
C -1.36 -3.47 1.13 0.024
C -2.00 -4.68 0.97 -0.003
C -2.19 -5.24 -0.28 0.009
C -2.85 -6.59 -0.47 -0.001
C -1.69 -4.54 -1.36 0.000
C -1.06 -3.30 -1.22 0.000
N -0.58 -2.73 -2.46 -0.007
C -1.14 -2.87 -3.67 0.027
C -0.25 -2.43 -4.62 -0.005
C 0.86 -2.01 -3.90 0.030
N 0.67 -2.20 -2.59 0.016
C 1.25 -0.74 2.01 -0.146
C 1.41 -0.16 3.31 0.358
N 2.38 -1.11 1.32 -0.017
C 3.65 -1.24 1.82 0.219
C 4.47 -1.67 0.77 -0.070
C 3.64 -1.77 -0.33 0.131
N 2.37 -1.42 -0.02 0.093
H -0.38 0.73 6.06 0.005
H 0.86 1.80 5.42 0.012
H 1.31 0.22 6.01 -0.002
H -1.83 0.17 4.25 0.009
H -2.14 -0.75 1.94 -0.001
H -1.22 -3.07 2.13 -0.012
H -2.34 -5.21 1.85 0.000
H -3.50 -6.82 0.37 0.000
H -2.11 -7.39 -0.53 0.000
H -3.45 -6.62 -1.37 0.000
H -1.75 -4.97 -2.35 0.000
H -2.14 -3.26 -3.77 0.004
H -0.40 -2.39 -5.69 0.000
H 1.77 -1.54 -4.23 -0.003
H 2.40 0.01 3.70 0.073
H 3.87 -1.09 2.85 0.057
H 5.52 -1.89 0.82 -0.001
H 3.88 -2.04 -1.34 0.024
C 2.36 2.56 -4.09 0.001
C 1.46 1.74 -3.20 0.002
S 2.23 1.21 -1.68 -0.009
C 0.18 1.49 -3.52 0.003
C -0.43 2.03 -4.79 0.003
S -0.92 0.60 -2.46 -0.014
H 3.41 2.37 -3.87 0.000
H 2.18 3.63 -3.95 0.000
H 2.20 2.35 -5.15 0.000
H 0.21 1.88 -5.65 0.000
H -0.62 3.11 -4.71 0.000
H -1.39 1.55 -4.99 -0.001
C -2.00 2.79 1.79 -0.020
C -1.50 2.29 0.41 0.029
N -0.26 2.96 0.06 0.001
C 0.74 2.76 1.08 -0.067
C 0.30 3.44 2.40 0.003
N -1.10 3.94 2.19 0.002
C -1.13 5.00 1.12 0.005
C -0.50 4.37 -0.15 -0.002
H -1.89 2.04 2.57 0.010
H -3.02 3.18 1.78 0.006
H -2.23 2.47 -0.37 0.005
H -1.33 1.22 0.47 -0.029
H 1.70 3.15 0.74 -0.002
H 0.87 1.69 1.26 0.067
H 0.90 4.31 2.66 -0.002
H 0.27 2.74 3.24 0.007
H -1.45 4.33 3.06 -0.011
H -0.58 5.86 1.51 0.000
H -2.17 5.28 0.99 0.000
H 0.45 4.85 -0.37 0.000
H -1.16 4.51 -1.00 0.000
```

Results
* net charge: 0
* highest occupied orbital energy (spin up / spin down): -3.49 / -6.10 eV
* multiplicity: 3
* gap between HOMO and LUMO (spin up / spin down): 3.16 / 5.71 eV
* energy: -86925.316 eV

=====

3.
ORCA calculation (ωB97M-V/def2-TZVPD) on a molecular structure, C30H38AsF9N6O6PReS2.

XYZ file:
```
94
Properties=species:S:1:pos:R:3:mulliken_spin:R:1
Re -0.91 0.35 0.35 1.401
O -1.49 -3.28 2.01 0.025
C -1.72 -2.28 1.30 0.023
O -0.86 -1.84 0.34 0.004
C -2.94 -1.43 1.35 0.025
C -4.04 -1.85 2.08 0.005
C -5.12 -1.00 2.05 0.031
C -5.12 0.21 1.35 -0.015
C -6.32 0.94 1.24 0.018
C -6.38 2.10 0.53 -0.007
C -5.22 2.54 -0.16 0.020
C -4.04 1.82 -0.09 0.069
C -3.94 0.66 0.71 -0.027
N -2.78 -0.17 0.81 0.036
H -4.06 -2.79 2.61 0.002
H -6.04 -1.25 2.58 -0.002
H -7.19 0.48 1.72 0.000
H -7.30 2.68 0.50 0.000
H -5.23 3.50 -0.68 0.001
H -3.17 2.17 -0.66 -0.002
C 2.71 -3.91 -2.35 0.008
C 2.78 -4.43 -0.91 0.068
As 2.43 -2.99 0.42 0.650
C 3.05 -4.27 1.88 0.024
C 4.35 -4.02 2.65 0.009
C 4.10 -1.93 0.26 0.057
C 3.95 -0.81 -0.75 0.029
H 3.08 -4.66 -3.08 0.005
H 3.33 -3.00 -2.46 -0.002
H 1.67 -3.67 -2.64 -0.002
H 3.81 -4.77 -0.70 0.031
H 2.08 -5.26 -0.71 0.002
H 3.08 -5.23 1.34 0.011
H 2.15 -4.32 2.52 0.009
H 5.21 -4.12 1.95 0.000
H 4.49 -4.73 3.49 0.006
H 4.36 -3.02 3.09 0.003
H 4.85 -2.67 -0.10 0.034
H 4.34 -1.57 1.27 0.007
H 3.62 -1.24 -1.72 0.001
H 4.91 -0.29 -0.93 0.003
H 3.19 -0.07 -0.41 -0.004
F 0.09 -1.85 4.16 0.000
C 1.17 -1.12 3.82 0.014
F 2.10 -2.04 3.39 0.008
F 1.70 -0.59 4.95 0.000
S 0.68 0.27 2.66 0.047
O 0.92 -0.07 1.23 0.172
O -0.85 0.34 2.79 0.015
N 1.39 1.58 2.93 0.003
S 2.91 1.65 2.41 -0.001
O 3.70 0.51 2.73 0.001
O 3.00 2.22 1.10 0.002
C 3.32 2.96 3.56 -0.001
F 4.66 3.01 3.48 0.000
F 2.99 2.71 4.84 0.000
F 2.83 4.17 3.23 0.000
C 0.42 -0.07 -4.81 0.000
N 0.20 -1.32 -4.03 0.007
C -1.17 -1.87 -4.26 0.003
N -2.18 -0.88 -4.00 0.023
C -1.94 0.30 -4.80 0.000
N -0.64 0.89 -4.54 0.005
C -0.55 1.51 -3.25 0.011
P -0.81 0.23 -1.89 -0.091
C 0.38 -1.03 -2.53 0.043
C -2.36 -0.59 -2.59 0.047
H 0.45 -0.32 -5.88 -0.001
H 1.38 0.37 -4.49 0.000
H 0.89 -2.02 -4.34 0.001
H -1.31 -2.75 -3.60 -0.001
H -1.24 -2.21 -5.32 0.001
H -2.71 1.07 -4.55 -0.001
H -2.05 0.02 -5.87 0.001
H -1.33 2.30 -3.15 -0.001
H 0.43 2.02 -3.18 -0.001
H 0.22 -1.96 -1.96 0.003
H 1.43 -0.74 -2.34 -0.031
H -3.22 0.11 -2.49 0.001
H -2.61 -1.53 -2.03 -0.006
F -1.04 7.23 0.58 0.003
C -0.30 6.51 1.46 0.001
F 0.96 7.06 1.35 0.001
F -0.74 6.94 2.70 0.001
C -0.36 5.01 1.25 0.035
C -1.26 4.23 2.01 -0.016
C -1.41 2.91 1.75 0.084
N -0.71 2.27 0.72 -0.026
C 0.25 3.03 0.07 0.061
C 0.47 4.36 0.33 0.002
H -1.81 4.71 2.84 0.002
H -2.13 2.35 2.35 0.000
H 0.86 2.58 -0.70 0.024
H 1.27 4.89 -0.16 0.002
```

Results
* net charge: +3
* highest occupied orbital energy (spin up / spin down): -16.54 / -16.62 eV
* multiplicity: 4
* gap between HOMO and LUMO (spin up / spin down): 7.64 / 5.51 eV
* energy: -171308.094 eV

=====

4.
ORCA calculation (ωB97M-V/def2-TZVPD) on a molecular structure, C30H38BCl5IrO6PS2Si2.

XYZ file:
```
86
Properties=species:S:1:pos:R:3:mulliken_spin:R:1
Ir -0.30 0.25 -0.20 -0.012
C -0.93 2.18 3.21 0.000
Si -0.38 0.56 2.29 -0.002
C -1.29 -0.76 3.40 0.000
C 1.50 0.54 2.73 0.001
C 1.89 0.38 4.06 0.001
C 3.23 0.43 4.42 0.000
C 4.19 0.62 3.45 0.000
C 3.82 0.74 2.13 -0.002
C 2.48 0.70 1.75 0.003
Si 2.08 0.79 -0.15 -0.017
C 3.29 -0.50 -0.93 -0.001
C 2.82 2.49 -0.72 0.013
H -0.48 2.23 4.19 0.000
H -2.01 2.22 3.33 0.000
H -0.63 3.06 2.65 0.000
H -1.00 -0.68 4.45 0.000
H -1.10 -1.77 3.08 0.000
H -2.37 -0.59 3.36 0.000
H 1.14 0.22 4.82 0.000
H 3.51 0.31 5.46 0.000
H 5.24 0.68 3.73 0.000
H 4.58 0.86 1.37 0.000
H 4.28 -0.07 -1.07 -0.001
H 2.95 -0.84 -1.90 0.001
H 3.39 -1.37 -0.29 0.000
H 3.90 2.49 -0.68 0.001
H 2.46 3.30 -0.09 0.001
H 2.52 2.71 -1.74 -0.009
C -0.81 1.76 -6.39 0.005
O -0.38 1.56 -5.07 -0.007
C -0.14 0.26 -4.70 -0.091
S -0.04 -1.06 -5.83 0.479
S 1.28 -0.10 -3.76 0.600
H -1.06 2.82 -6.48 0.001
H -1.70 1.15 -6.61 -0.003
H -0.03 1.49 -7.11 -0.003
O 0.09 3.17 0.42 -0.003
B -0.33 2.30 -0.61 0.037
O -0.74 3.08 -1.68 0.000
C -0.60 4.38 -1.32 -0.005
C -0.89 5.53 -2.02 0.000
C -0.65 6.74 -1.37 0.000
C -0.14 6.79 -0.08 0.000
C 0.15 5.63 0.62 0.000
C -0.09 4.43 -0.02 0.003
H -1.28 5.50 -3.02 0.000
H -0.87 7.67 -1.88 0.000
H 0.04 7.75 0.39 0.000
H 0.55 5.65 1.62 0.000
Cl -2.98 2.59 0.65 0.000
C -3.40 1.07 -0.04 0.000
C -2.40 0.29 -0.65 0.009
C -2.91 -0.83 -1.33 -0.004
Cl -1.82 -1.73 -2.33 0.000
C -4.23 -1.25 -1.27 0.001
Cl -4.75 -2.70 -2.05 0.000
C -5.15 -0.50 -0.55 0.000
Cl -6.79 -1.01 -0.40 0.000
C -4.74 0.71 0.01 0.000
Cl -5.89 1.73 0.78 0.000
C -2.34 -5.10 0.94 0.000
C -2.06 -3.67 0.49 0.000
O -0.69 -3.61 0.11 0.001
P 0.20 -2.24 -0.02 0.002
O 0.87 -2.10 1.46 -0.003
C 1.77 -2.98 2.09 0.000
C 1.09 -4.16 2.77 0.000
O 1.45 -2.95 -0.76 0.004
C 1.43 -4.02 -1.70 -0.001
C 0.97 -3.61 -3.08 -0.002
H -3.41 -5.28 0.95 0.000
H -1.94 -5.29 1.93 0.000
H -1.88 -5.79 0.23 0.000
H -2.27 -2.96 1.29 0.000
H -2.67 -3.43 -0.38 0.000
H 2.30 -2.37 2.83 0.000
H 2.49 -3.35 1.35 0.000
H 0.30 -3.81 3.43 0.000
H 1.81 -4.72 3.36 0.000
H 0.66 -4.83 2.03 0.000
H 0.81 -4.83 -1.31 0.000
H 2.47 -4.36 -1.74 0.000
H -0.05 -3.23 -3.06 -0.001
H 0.99 -4.49 -3.73 0.000
H 1.60 -2.84 -3.50 0.003
```

Results
* net charge: -1
* highest occupied orbital energy (spin up / spin down): -4.35 / -4.34 eV
* multiplicity: 2
* gap between HOMO and LUMO (spin up / spin down): 5.38 / 4.56 eV
* energy: -156859.366 eV

=====

5.
ORCA calculation (ωB97M-V/def2-TZVPD) on 3 unconnected molecules or ions with the total composition C30H38Cl3N3O7S.

XYZ file:
```
82
Properties=species:S:1:pos:R:3:lowdin_charge:R:1
H -6.66 -2.60 1.16 0.040
N -7.17 -2.33 0.33 0.124
C -7.28 -1.06 0.29 -0.546
N -7.93 -0.47 -0.81 0.100
N -6.78 -0.25 1.37 0.010
C -6.23 1.06 1.01 -0.221
C -4.77 1.25 1.47 -0.187
C -3.97 0.00 1.09 -0.191
C -2.45 0.06 1.19 -0.174
C -1.67 1.24 0.50 -0.365
C -1.89 2.52 1.28 -0.612
Cl -1.77 2.29 3.02 0.760
C -2.16 3.77 0.87 -0.728
C -2.38 4.18 -0.56 -0.106
Cl -2.33 5.08 1.99 0.704
C -0.14 0.79 0.64 -0.222
C 0.83 1.90 1.03 -0.155
C 1.04 3.05 0.02 -0.231
C 0.97 4.44 0.65 -0.570
Cl 2.60 5.21 0.72 0.537
C 0.42 0.06 -0.59 -0.270
C 1.68 -0.78 -0.26 -0.143
C 1.50 -1.86 0.77 -0.164
C 1.97 -1.79 2.03 0.014
C -0.55 -0.86 -1.30 -0.139
O -1.87 -0.34 -1.59 -0.189
S -2.13 1.17 -1.23 0.670
O -1.27 1.98 -2.05 -0.253
O -3.54 1.38 -1.41 -0.240
H -7.37 -0.57 -1.64 0.090
H -8.13 0.51 -0.65 0.070
H -7.54 -0.10 2.02 0.119
H -6.21 1.20 -0.08 0.103
H -6.84 1.88 1.39 0.115
H -4.43 2.15 0.97 0.093
H -4.80 1.40 2.55 0.110
H -4.29 -0.32 0.10 0.103
H -4.30 -0.80 1.75 0.115
H -2.11 -0.05 2.21 0.087
H -2.09 -0.85 0.70 0.111
H -3.20 3.65 -1.02 0.072
H -2.67 5.23 -0.57 0.069
H -1.48 4.11 -1.17 0.067
H -0.11 0.07 1.45 0.127
H 0.62 2.33 2.01 0.078
H 1.80 1.42 1.16 0.106
H 2.04 2.97 -0.39 0.087
H 0.37 2.99 -0.84 0.083
H 0.63 4.41 1.68 0.049
H 0.36 5.12 0.07 0.056
H 0.76 0.79 -1.32 0.135
H 2.51 -0.13 0.00 0.114
H 1.96 -1.26 -1.20 0.117
H 1.00 -2.77 0.46 0.101
H 2.20 -0.84 2.49 0.060
H 2.14 -2.69 2.60 0.057
H -0.69 -1.79 -0.76 0.129
H -0.11 -1.15 -2.25 0.114
O 0.84 -2.94 -3.72 0.091
C 1.76 -2.58 -4.43 -0.386
C 1.57 -1.53 -5.45 0.022
C 2.57 -1.13 -6.23 0.025
C 3.92 -1.73 -6.11 -0.385
O 4.84 -1.37 -6.81 0.113
C 4.11 -2.79 -5.08 0.023
C 3.11 -3.18 -4.30 0.019
H 0.57 -1.10 -5.53 0.124
H 2.46 -0.36 -6.99 0.124
H 5.11 -3.21 -5.01 0.123
H 3.22 -3.95 -3.55 0.122
O 5.39 -1.30 1.33 0.096
C 5.97 -1.85 2.24 -0.389
C 6.98 -2.91 1.98 0.020
C 7.61 -3.52 2.98 0.021
C 7.34 -3.17 4.39 -0.387
O 7.92 -3.72 5.30 0.110
C 6.33 -2.11 4.65 0.022
C 5.69 -1.50 3.65 0.017
H 7.16 -3.15 0.94 0.121
H 8.35 -4.29 2.81 0.122
H 6.14 -1.87 5.69 0.123
H 4.96 -0.73 3.82 0.119
```

Results
* SMILES: [H]/N=C(/N)NCCCC[C@@]1(/C(Cl)=C(\C)Cl)[C@H](CCCCl)[C@@H](CC=C)COS1(=O)=O.O=C1C=CC(=O)C=C1.O=C1C=CC(=O)C=C1
* net charge: 0
* highest occupied orbital energy: -9.10 eV
* gap between HOMO and LUMO: 7.32 eV
* energy: -98927.468 eV

=====

6.
ORCA calculation (ωB97M-V/def2-TZVPD) on a molecular structure, C30H38MnN4O.

XYZ file:
```
74
Properties=species:S:1:pos:R:3:mulliken_spin:R:1
Mn -0.86 -0.54 0.09 2.968
N -4.30 0.98 0.33 0.219
N -0.96 1.67 -1.13 -0.040
C 0.26 -2.23 -0.36 -0.211
C -0.79 -2.04 -1.35 0.046
C -2.06 -2.09 -0.67 -0.065
C -3.42 -2.00 -1.30 0.021
H -3.35 -1.67 -2.35 0.002
H -4.06 -1.28 -0.76 -0.012
H -3.91 -2.99 -1.30 -0.001
C -1.82 -2.28 0.73 0.050
C -2.87 -2.41 1.79 -0.002
H -3.22 -3.46 1.87 -0.003
H -3.75 -1.78 1.55 0.014
H -2.49 -2.11 2.77 -0.005
C -0.38 -2.38 0.91 0.162
C 0.32 -2.68 2.21 -0.001
H -0.21 -2.23 3.07 0.004
H 1.35 -2.31 2.21 0.006
H 0.36 -3.78 2.39 0.000
C -0.58 -1.90 -2.83 -0.014
H -0.69 -2.87 -3.35 0.001
H 0.42 -1.51 -3.06 0.004
H -1.31 -1.20 -3.28 -0.002
C 1.73 -2.36 -0.64 0.003
H 2.33 -2.03 0.21 -0.004
H 2.03 -1.76 -1.51 0.003
H 1.99 -3.42 -0.86 -0.002
C -5.17 1.48 1.22 0.202
H -6.14 0.97 1.28 0.058
C -4.91 2.59 2.04 -0.156
H -5.67 2.96 2.74 -0.029
C -3.66 3.20 1.92 0.515
H -3.40 4.07 2.53 0.052
C -2.73 2.69 1.01 -0.024
H -1.74 3.13 0.91 -0.059
C -3.08 1.56 0.23 0.304
C -2.15 0.91 -0.71 -0.272
H -2.67 0.49 -1.58 0.003
C 0.09 0.87 -0.84 -0.041
C -0.59 2.83 -1.80 -0.022
H -1.29 3.60 -2.10 0.020
C 0.78 2.74 -1.93 0.053
H 1.50 3.42 -2.37 0.002
N 1.18 1.52 -1.34 -0.024
C 2.53 1.02 -1.35 0.014
C 3.11 0.65 -2.58 0.006
C 4.41 0.11 -2.56 -0.002
H 4.87 -0.19 -3.50 0.000
C 5.12 -0.06 -1.36 0.001
C 6.53 -0.61 -1.36 0.000
H 6.70 -1.28 -0.50 0.000
H 7.28 0.20 -1.30 0.000
H 6.73 -1.18 -2.29 0.000
C 4.51 0.33 -0.16 -0.007
H 5.05 0.20 0.79 0.001
C 3.21 0.86 -0.12 -0.026
C 2.56 1.23 1.19 0.025
H 1.95 2.14 1.11 0.006
H 3.32 1.38 1.97 0.005
H 1.88 0.43 1.52 -0.004
C 2.36 0.79 -3.88 0.003
H 2.42 1.82 -4.27 -0.001
H 1.29 0.55 -3.76 0.000
H 2.79 0.12 -4.65 0.000
C -0.09 1.15 3.97 0.201
C -0.90 0.58 2.84 0.179
N -2.23 0.45 2.99 -0.040
O -0.32 0.25 1.80 -0.070
H -0.45 2.17 4.20 -0.068
H 0.98 1.19 3.71 0.053
H -0.21 0.50 4.86 0.003
H -2.81 0.08 2.24 0.005
H -2.69 0.73 3.87 -0.010
```

Results
* net charge: -1
* highest occupied orbital energy (spin up / spin down): 0.35 / -2.96 eV
* multiplicity: 5
* gap between HOMO and LUMO (spin up / spin down): 2.12 / 5.42 eV
* energy: -71052.663 eV